DFT (ωB97M-V/def2-TZVPD) results for a molecular structure, C26H28F6LiN9O8S3.

As for the frontier orbital gap: 0.3005 hartree. The calculation puts the LUMO energy at -0.022 Ha. The energy above the lowest of the compared OMol25 structures with the same formula, charge and spin is 0.00 kJ/mol.

```
! wB97M-V def2-TZVPD RIJCOSX def2/J DEFGRID3
* xyz 0 1
Li 0.65189 -0.49840 1.29301
C 0.91409 -2.77361 3.89420
N 1.27172 -3.47668 2.68574
C 2.65706 -3.40331 2.26069
C 2.76152 -2.90319 0.85139
N 1.88866 -3.17161 -0.07796
C 2.35865 -2.52443 -1.21292
C 1.81718 -2.46098 -2.49460
C 2.48182 -1.70254 -3.43997
C 3.66599 -1.01469 -3.12543
C 4.22280 -1.07737 -1.86096
C 3.55062 -1.85026 -0.92049
N 3.80455 -2.13698 0.40837
C -0.31883 -1.94034 3.73470
N -0.73574 -1.40239 2.61557
C -1.87582 -0.67362 2.95650
C -2.70959 0.11610 2.16945
C -3.77464 0.73965 2.78851
C -4.01599 0.58842 4.16183
C -3.19464 -0.18716 4.95678
C -2.12529 -0.80740 4.32453
N -1.11639 -1.63255 4.78878
H 1.71382 -2.09449 4.20870
H 0.75075 -3.47121 4.72641
H 0.64661 -3.28259 1.91504
H 3.13031 -4.39014 2.31689
H 3.22720 -2.73556 2.91230
H 0.90398 -2.99375 -2.73035
H 2.09172 -1.64170 -4.44874
H 4.15688 -0.43014 -3.89273
H 5.13684 -0.55219 -1.61647
H 4.45280 -1.63625 0.99754
H -2.51049 0.25113 1.11473
H -4.43769 1.36518 2.20590
H -4.86107 1.09470 4.60859
H -3.37575 -0.29832 6.01758
H -0.98585 -1.95521 5.73134
F 4.46764 -0.16514 4.61268
C 3.54349 0.75660 4.33182
F 3.99295 1.94696 4.69771
F 2.44545 0.47248 5.02669
S 3.19821 0.71412 2.51129
O 2.28181 -0.41092 2.38597
O 4.48516 0.57535 1.90388
N 2.53266 2.07503 2.15169
S 0.96745 2.25840 2.33211
O 0.21572 1.49039 1.35408
O 0.50536 2.23304 3.68532
C 0.83943 4.00239 1.75970
F 1.28246 4.12454 0.51132
F 1.53080 4.80694 2.55154
F -0.44349 4.35138 1.79544
C -4.56698 3.29820 -4.91256
C -3.10626 3.72290 -4.93651
S -1.98006 2.37115 -5.19154
O -2.40443 1.62375 -6.34654
O -0.63579 2.88958 -5.12875
C -2.19934 1.33245 -3.75502
C -1.15828 0.21746 -3.81090
N -1.00509 -0.42835 -2.51293
C -0.08166 -0.08185 -1.59001
N -0.19238 -0.82034 -0.49667
C -1.21892 -1.68447 -0.70259
C -1.74183 -1.44967 -1.93899
N -2.86789 -2.08288 -2.54005
O -3.31281 -1.60407 -3.57393
O -3.32773 -3.04456 -1.96140
C 0.94988 0.97019 -1.78717
H -5.20459 4.18046 -4.87731
H -4.79661 2.69055 -4.03809
H -4.81404 2.72806 -5.80632
H -2.78499 4.22802 -4.02532
H -2.88527 4.37913 -5.78093
H -3.20931 0.92797 -3.75739
H -2.04139 1.96674 -2.88122
H -0.18895 0.63682 -4.07557
H -1.43324 -0.52324 -4.55340
H -1.52589 -2.41377 0.02695
H 0.52207 1.97255 -1.72660
H 1.44832 0.86109 -2.74983
H 1.69866 0.86844 -1.00510
*
```

***

DFT (ωB97M-V/def2-TZVPD) results for 2 unconnected molecules or ions with the total composition C26H28N4O2.

As for the frontier orbital gap: 0.1367 hartree. The calculation puts the LUMO energy at -0.098 Ha. The energy above the lowest of the compared OMol25 structures with the same formula, charge and spin is 453.35 kJ/mol.

```
! wB97M-V def2-TZVPD RIJCOSX def2/J DEFGRID3
* xyz 0 1
N -3.68642 -2.77026 0.93106
C -3.85279 -3.28032 2.15578
N -4.22513 -4.54872 2.14965
C -4.30578 -4.89866 0.82418
C -4.67983 -6.20332 0.32296
O -4.95908 -7.14912 1.00886
C -3.96750 -3.78140 0.08419
H -3.70569 -2.71041 3.06485
H -4.71866 -6.36493 -0.74723
H -3.93680 -3.71308 -0.99171
C 3.71709 3.51836 -0.70747
N 2.80337 2.40054 -0.85504
C 3.09065 1.33515 -1.68084
O 4.07607 1.19798 -2.37470
C 1.93342 0.35540 -1.54791
C 2.39729 -1.00474 -1.02568
C 3.36524 -1.69309 -1.94190
C 4.65981 -1.96917 -1.52790
C 5.56543 -2.55334 -2.39034
C 5.18981 -2.86738 -3.68018
C 3.90242 -2.60363 -4.10082
C 2.99520 -2.02583 -3.23543
N 0.94018 0.98842 -0.63050
C -0.26810 0.45471 -0.28954
C -1.12831 1.09057 0.57743
C -2.35944 0.64481 1.00837
C -3.18510 1.37919 1.90875
C -4.43258 0.85052 2.28896
C -5.25940 1.53074 3.15160
C -4.87273 2.75653 3.66648
C -3.64947 3.30029 3.31397
C -2.81354 2.62948 2.45028
C 1.48788 2.30957 -0.16017
C 1.72821 2.28538 1.34708
C 0.60588 3.45879 -0.64476
H 4.60871 3.34415 -1.30675
H 3.23827 4.43804 -1.03807
H 4.00590 3.62751 0.33634
H 1.45869 0.24169 -2.53053
H 2.86269 -0.85315 -0.04631
H 1.53076 -1.65259 -0.85460
H 4.95543 -1.70513 -0.52642
H 6.57221 -2.75000 -2.06013
H 5.90209 -3.30847 -4.36000
H 3.60893 -2.83196 -5.11235
H 1.99141 -1.81062 -3.56166
H -0.54652 -0.49082 -0.71586
H -0.80332 2.03113 0.96774
H -2.71672 -0.31381 0.67612
H -4.72596 -0.10522 1.89121
H -6.21247 1.11007 3.42715
H -5.52440 3.28838 4.34096
H -3.35574 4.25654 3.71756
H -1.86695 3.07029 2.19174
H 2.42973 1.48790 1.58502
H 2.15600 3.22362 1.69437
H 0.82287 2.09802 1.91767
H 0.56115 3.43868 -1.73235
H -0.41522 3.39357 -0.27937
H 1.01086 4.42312 -0.34381
*
```

***

Asked for E_tot across the records above, the calculation gives -3903.67318 -1376.96644 Ha in order.
Asked for strongest force on any atom across the records above, the calculation gives 0.398 2.819 eV/Å in order.